[1]
Here is one molecule with the formula C4H9F2N in a non-equilibrium geometry from OMol25. Energies are from the ωB97M-V functional and the def2-TZVPD basis.

Calculated values
- Structure (SMILES): CN[C@H](C)C(F)F
- Kohn-Sham gap: 10.19 eV
- Relative energy (zero: lowest compared OMol25 entry of this formula, charge and spin): 132.4 kJ/mol

Structure (XYZ):
```
16
Properties=species:S:1:pos:R:3:forces:R:3
C -0.13961 0.47300 2.10281 -0.04 -0.32 -2.38
N 0.06860 -0.51217 0.97584 -0.94 0.45 0.50
C 0.43686 0.15236 -0.31423 2.25 -2.90 -0.24
C -0.57243 1.03435 -1.01637 -1.96 -0.72 -0.38
C 0.74369 -1.34435 -1.19085 -1.97 0.52 1.98
F -0.48945 -1.53217 -1.78789 0.25 -0.17 -1.08
F 1.73278 -1.50031 -2.12003 -0.84 0.73 0.77
H -0.70804 1.27947 1.61370 -0.32 0.14 1.07
H -0.65245 -0.00352 2.95538 0.44 0.42 -0.42
H 0.84822 0.88135 2.29404 0.02 -0.05 0.70
H -0.81479 -1.07450 0.89174 1.12 0.88 -0.33
H 1.42787 0.67570 -0.19607 -0.92 -0.57 0.14
H -1.51836 0.37492 -1.15837 1.21 1.59 0.52
H -0.29167 1.26979 -2.04102 0.43 -0.12 -0.07
H -0.77848 2.04469 -0.55786 0.12 -1.34 -0.02
H 0.70725 -2.21860 -0.45082 1.18 1.46 -0.78
```
Forces are in eV/Å.

The computed Mulliken charges, all in e, follow: -0.817, -0.442, 0.035, -1.146, 0.161, -0.268, -0.253, 0.282, 0.311, 0.272, 0.290, 0.359, 0.233, 0.366, 0.362, 0.255

=====

[2]
Here is C34H33AsN7S6SbTcTe as an isolated structure from OMol25. Energies are from the ωB97M-V functional and the def2-TZVPD basis.

Calculated values
- Kohn-Sham gap (alpha / beta): 5.87 / 5.86 eV
- Charge: +3
- Relative energy (zero: lowest compared OMol25 entry of this formula, charge and spin): 211.1 kJ/mol

Structure (XYZ):
```
84
Properties=species:S:1:pos:R:3:forces:R:3
Tc 1.14377 0.90488 0.66370 -0.23 -0.66 0.51
N 5.10894 2.12179 -0.19025 0.08 0.02 -0.31
C 4.24635 1.83487 0.77308 -0.03 0.00 0.04
N 3.05374 1.67396 0.21355 -0.13 -0.14 -0.19
C 3.27929 1.88775 -1.12333 -0.39 0.13 -0.12
N 4.51749 2.15738 -1.41094 0.20 0.01 0.35
C 2.10733 1.92002 -1.99832 0.26 -0.03 0.24
C 2.12263 2.27697 -3.33362 -0.09 0.05 -0.24
N 0.99364 2.42420 -4.02277 0.09 -0.01 0.16
C -0.14143 2.26763 -3.35169 0.06 0.02 -0.12
C -0.16912 1.89285 -2.01551 -0.01 -0.04 0.04
N 0.95990 1.67364 -1.34426 -0.14 0.17 -0.11
H 6.09782 2.31414 -0.10768 0.00 0.02 0.00
H 4.49080 1.75242 1.82107 0.01 -0.03 -0.06
H 3.06294 2.45368 -3.84327 -0.04 0.00 -0.01
H -1.06564 2.44144 -3.88972 0.01 -0.01 0.00
H -1.09798 1.76430 -1.48237 0.00 -0.01 -0.01
S -1.84328 0.36373 3.69624 -0.03 0.09 0.06
As -0.72789 -1.17915 3.10863 0.10 -0.04 0.06
S -0.36241 -0.80494 0.40957 0.51 0.28 -0.10
S 1.59163 -0.07562 2.82216 -0.07 -0.06 0.08
S -3.28824 -2.81760 2.22163 -0.01 -0.04 -0.01
N 0.15760 2.43459 1.40502 0.13 -0.16 -0.40
C -0.32381 3.32904 1.98502 -0.29 0.46 0.22
N -0.85449 4.30851 2.61229 0.00 -0.06 0.08
C -0.65574 4.50029 4.08504 -0.04 -0.01 -0.20
C 0.09352 5.80319 4.31019 -0.05 0.08 -0.09
C -0.63666 6.97674 3.65110 0.03 -0.10 -0.06
C -0.84554 6.72763 2.15415 0.03 -0.04 0.10
C -1.58036 5.41683 1.91742 0.21 -0.04 0.12
H -0.12704 3.63602 4.47987 0.01 -0.06 -0.04
H -1.64944 4.53820 4.53330 -0.03 -0.04 -0.01
H 1.10244 5.71404 3.89522 0.00 -0.01 0.05
H 0.19259 5.95995 5.38510 0.01 0.01 -0.02
H -0.06233 7.89046 3.79414 -0.03 0.03 0.01
H -1.60564 7.12658 4.13723 0.03 0.01 0.00
H 0.12177 6.69894 1.64308 -0.04 0.01 -0.02
H -1.43014 7.53132 1.70478 0.03 0.01 0.01
H -1.67616 5.16610 0.86362 0.05 -0.04 -0.02
H -2.57696 5.44645 2.35987 -0.03 -0.04 -0.01
S -2.05175 -0.62297 -0.76311 -0.04 -0.02 -0.08
Sb -2.06072 -2.86044 -1.72650 0.22 0.60 0.26
C -3.90560 -2.77227 -2.64589 0.04 -0.09 0.01
C -4.99620 -2.33162 -1.89464 -0.10 -0.05 -0.24
C -6.21585 -2.18789 -2.53935 0.00 0.00 0.05
C -6.32574 -2.47457 -3.89613 0.00 0.01 0.01
C -5.22799 -2.91588 -4.62476 0.01 -0.02 -0.02
C -3.99656 -3.06978 -4.00397 -0.19 0.00 0.09
C -1.87159 -3.92585 0.03519 -0.31 -0.12 -0.01
C -3.10510 -4.02973 0.84655 0.23 -0.01 0.05
C -2.95854 -4.63789 2.19792 0.17 0.01 0.02
C -1.61281 -5.09633 2.59535 -0.27 0.02 0.08
C -0.53832 -4.89282 1.82588 0.13 0.06 -0.26
C -0.66643 -4.27865 0.51175 -0.02 -0.17 0.30
C -0.42089 -2.83251 -2.99230 -0.02 -0.17 -0.05
C 0.58615 -3.79195 -2.92240 0.02 0.06 -0.16
C 1.65647 -3.70038 -3.80312 -0.01 -0.01 -0.01
C 1.70100 -2.67741 -4.74236 -0.04 0.01 -0.01
C 0.68333 -1.73021 -4.80835 0.00 0.01 0.01
C -0.38906 -1.80189 -3.93057 0.19 -0.01 -0.01
H -4.90978 -2.10072 -0.83914 0.02 0.02 0.00
H -7.08053 -1.85265 -1.98126 0.02 -0.01 -0.03
H -7.28030 -2.35246 -4.39138 0.01 -0.02 0.02
H -5.32896 -3.14556 -5.67726 -0.01 0.01 0.02
H -3.14347 -3.42584 -4.56839 0.02 0.03 0.00
H -4.04227 -4.18801 0.32713 0.00 -0.04 -0.03
H -3.80169 -5.18554 2.59578 0.00 -0.04 0.00
H -1.52709 -5.64202 3.52741 -0.01 0.06 -0.01
H 0.43667 -5.24058 2.14087 -0.02 0.00 -0.01
H 0.23043 -4.15114 -0.07910 0.04 0.03 -0.01
H 0.53333 -4.62161 -2.23072 0.00 -0.01 0.03
H 2.44431 -4.44223 -3.76926 -0.03 0.02 -0.02
H 2.52269 -2.63128 -5.44659 -0.02 0.02 0.05
H 0.71879 -0.94362 -5.55248 -0.01 -0.05 0.02
H -1.18458 -1.06691 -3.98488 0.00 0.00 -0.01
Te 2.69754 -1.63049 1.38342 -0.25 0.12 0.03
C 4.55546 -1.47039 2.30953 -0.02 0.08 -0.07
C 5.60419 -2.31396 2.09423 0.20 -0.10 -0.07
C 6.72967 -1.99697 2.90991 -0.09 -0.08 -0.11
C 6.49647 -0.93275 3.71989 0.01 0.07 0.04
S 4.91501 -0.30596 3.51815 0.03 0.04 0.14
H 5.59145 -3.13909 1.39296 0.00 0.03 0.04
H 7.65662 -2.55263 2.90032 -0.03 0.03 0.00
H 7.15836 -0.48972 4.44929 -0.03 -0.03 -0.02
```
Forces are in eV/Å.

The computed Mulliken charges, all in e, follow: 0.264, 0.182, -0.380, 0.114, 0.263, -0.655, 0.310, -0.387, -0.491, -0.873, -0.556, 0.533, 0.215, 0.610, 0.489, 0.435, 0.869, -0.164, 0.473, 0.590, -0.400, -0.142, -0.545, 0.436, 0.016, -0.667, -0.578, -0.673, -0.535, -0.713, 0.479, 0.300, 0.285, 0.358, 0.322, 0.323, 0.282, 0.353, 0.474, 0.305, -0.438, 1.641, 0.771, -0.421, -0.824, -0.527, -0.648, -0.564, -0.286, -0.163, -0.906, -0.707, -0.810, 0.291, 0.733, -0.642, -0.827, -0.563, -0.784, -0.655, 0.412, 0.427, 0.421, 0.426, 0.433, 0.831, 0.624, 0.479, 0.500, 0.317, 0.616, 0.471, 0.464, 0.484, 0.496, 0.404, 0.548, -0.735, -0.454, -0.573, -0.015, 0.393, 0.412, 0.425

=====

[3]
Here is C61H49FN4O2P3SiSn as an isolated structure in a non-equilibrium geometry from OMol25. Energies are from the ωB97M-V functional and the def2-TZVPD basis.

Calculated values
- Expectation value of S²: 0.768
- Kohn-Sham gap (alpha / beta): 5.01 / 5.74 eV
- 2S+1: 2
- Charge: -2
- Relative energy (zero: lowest compared OMol25 entry of this formula, charge and spin): 259.2 kJ/mol

Structure (XYZ):
```
122
Properties=species:S:1:pos:R:3:forces:R:3
Sn -0.54673 0.17103 0.05981 0.01 -0.75 0.08
C -3.46859 4.73272 -3.32855 0.11 0.10 -0.14
C -2.25650 4.08274 -3.17204 -0.02 0.29 -0.18
C -2.09330 3.13408 -2.17839 0.03 0.02 0.17
C -3.13403 2.83130 -1.31180 0.15 -0.10 -0.14
C -4.35430 3.48501 -1.48295 -0.03 0.03 0.00
C -4.52125 4.42342 -2.48055 -0.21 0.15 -0.01
P -3.03002 1.52446 -0.04784 -0.23 -0.48 -0.15
C -3.18216 2.55280 1.41599 0.01 0.20 0.21
C -2.99967 3.94102 1.42263 0.03 -0.09 -0.02
C -3.24269 4.68397 2.55925 -0.06 0.23 0.23
C -3.65674 4.06881 3.73119 -0.07 0.05 0.06
C -3.80592 2.68882 3.75136 -0.08 0.06 0.28
C -3.57622 1.94489 2.61439 0.04 0.00 -0.12
C -1.65768 -1.52759 1.02624 0.33 0.22 0.07
C -2.97214 -1.80394 1.36814 -0.24 0.24 -0.18
C -3.30436 -2.98073 2.02128 -0.24 -0.08 0.00
C -2.32200 -3.90493 2.33381 0.01 -0.35 0.08
C -1.00090 -3.64351 2.00744 -0.10 -0.19 0.00
C -0.67246 -2.46127 1.36751 0.54 0.10 -0.07
Si 1.02318 -1.96174 0.65746 -0.76 -0.05 -0.42
C 2.43049 -2.09316 1.89818 -0.30 -0.07 -0.41
C 3.50418 -2.96006 1.78719 0.22 -0.25 0.01
C 4.50458 -2.97686 2.74433 0.18 -0.09 0.14
C 4.43565 -2.11735 3.82743 0.13 -0.11 0.05
C 3.40102 -1.19912 3.91938 -0.05 0.07 0.07
C 2.41396 -1.16864 2.94523 0.08 0.06 0.19
P 1.10726 0.10846 2.85134 -0.98 -0.27 1.37
C -0.08663 -0.72123 3.99929 0.09 -0.12 -0.02
C 0.09619 -1.96028 4.59741 0.07 0.07 0.11
C -0.92161 -2.54385 5.32942 -0.12 -0.14 0.17
C -2.13674 -1.89713 5.47155 -0.11 -0.13 0.14
C -2.33018 -0.65938 4.87854 -0.14 0.08 0.07
C -1.31471 -0.08534 4.14274 0.13 -0.01 0.04
C 1.74114 1.32305 4.09307 0.02 0.12 -0.08
C 2.64590 2.30230 3.69220 0.08 0.07 -0.08
C 3.20265 3.18392 4.59905 0.09 0.11 0.09
C 2.84904 3.12532 5.93702 0.01 0.08 0.09
C 1.91241 2.19027 6.34297 0.05 0.12 0.24
C 1.36480 1.30133 5.43516 -0.03 -0.12 -0.03
C 1.19982 -3.12043 -0.83017 0.12 0.59 0.46
C 1.75142 -4.39096 -0.70791 0.08 -0.35 -0.02
C 1.97229 -5.18595 -1.81531 0.09 -0.29 0.12
C 1.65605 -4.70213 -3.07471 0.01 0.01 -0.17
C 1.03350 -3.47543 -3.19360 0.30 -0.07 -0.28
C 0.76436 -2.68672 -2.07932 0.06 0.53 -0.07
P -0.55745 -1.25020 -2.28967 0.09 -0.28 -0.94
C -1.86065 -0.16616 -3.19768 0.31 0.20 0.09
C -3.10883 -0.27140 -2.59751 -0.02 -0.02 0.03
C -4.20191 0.42839 -3.06147 -0.19 -0.07 -0.09
C -4.06094 1.26952 -4.15404 -0.16 0.04 -0.17
C -2.82476 1.39638 -4.76095 -0.13 0.03 -0.22
C -1.73366 0.68299 -4.28693 0.19 -0.02 -0.12
C -1.62622 -2.70418 -2.73458 -0.26 0.02 0.10
C -1.95539 -3.68989 -1.81454 -0.14 0.03 0.09
C -2.59706 -4.84114 -2.22771 -0.06 -0.20 0.06
C -2.88665 -5.03979 -3.56895 -0.08 -0.17 -0.07
C -2.57313 -4.05577 -4.49039 -0.01 -0.12 -0.17
C -1.95802 -2.89172 -4.07135 -0.02 0.08 0.02
H -3.59914 5.47295 -4.11041 0.01 -0.01 0.00
H -1.43155 4.31900 -3.83329 0.04 -0.04 -0.02
H -1.14928 2.63031 -2.05762 0.16 0.00 0.03
H -5.17605 3.24328 -0.82110 -0.08 -0.03 0.03
H -5.47914 4.91428 -2.60764 -0.03 0.03 0.02
H -2.65666 4.43119 0.52561 0.03 0.10 -0.08
H -3.10335 5.75766 2.53995 0.03 0.04 -0.03
H -3.87131 4.65580 4.61488 0.06 0.01 0.04
H -4.11821 2.19826 4.66552 0.00 -0.05 0.02
H -3.71024 0.87365 2.62967 -0.05 -0.19 0.03
H -3.74762 -1.09079 1.10937 -0.12 -0.01 0.01
H -4.33733 -3.18323 2.28774 0.00 0.01 -0.01
H -2.58438 -4.83659 2.82624 -0.02 0.04 0.05
H -0.22707 -4.36193 2.25567 0.03 -0.08 0.04
H 3.59005 -3.61094 0.93116 0.02 -0.07 -0.06
H 5.34249 -3.65421 2.63909 0.03 0.01 -0.03
H 5.20410 -2.14446 4.59144 0.03 0.03 -0.01
H 3.37914 -0.50123 4.74863 -0.02 0.03 -0.06
H 1.03972 -2.47593 4.48365 0.01 -0.07 0.01
H -0.77201 -3.51990 5.77537 -0.01 -0.04 0.02
H -2.94249 -2.36509 6.02360 -0.02 -0.02 0.03
H -3.28415 -0.15833 4.97403 -0.09 0.05 0.00
H -1.45072 0.87144 3.65574 -0.13 0.09 -0.03
H 2.91973 2.34106 2.65164 0.07 0.11 0.02
H 3.92339 3.91992 4.26357 0.00 0.02 -0.04
H 3.29679 3.80139 6.65607 -0.02 0.03 0.00
H 1.61092 2.14107 7.38271 -0.01 -0.01 0.03
H 0.65187 0.57179 5.79158 0.01 0.00 0.00
H 1.98259 -4.77792 0.27532 0.11 -0.06 0.07
H 2.39031 -6.17948 -1.69968 0.04 -0.01 0.00
H 1.87355 -5.29367 -3.95716 -0.04 -0.02 -0.02
H 0.73443 -3.12982 -4.17711 -0.01 -0.01 0.01
H -3.19931 -0.92805 -1.74167 -0.18 -0.06 0.12
H -5.16328 0.32337 -2.57419 -0.01 0.04 0.08
H -4.90717 1.84209 -4.51237 -0.02 0.03 -0.02
H -2.70924 2.06731 -5.60578 0.02 0.00 0.00
H -0.77590 0.79087 -4.77859 0.07 -0.02 0.02
H -1.70552 -3.54450 -0.77441 0.04 -0.08 0.15
H -2.85737 -5.60245 -1.50404 -0.01 -0.03 0.08
H -3.34639 -5.96319 -3.89877 -0.07 -0.02 0.02
H -2.80054 -4.20210 -5.54000 -0.01 0.01 -0.03
H -1.72172 -2.11295 -4.78437 -0.01 0.02 -0.09
O 0.14812 3.65040 1.97213 0.30 0.13 0.07
H -0.74369 3.39293 2.21080 -0.24 -0.03 0.09
H 0.30249 3.20887 1.12025 0.00 -0.05 -0.18
F 0.55632 -0.65636 -3.45087 -0.10 0.15 0.26
N 2.55038 0.86138 1.22797 0.68 0.34 -0.75
C 3.56715 0.44466 0.82206 -1.28 0.69 0.40
N 4.69745 0.24146 0.33051 0.93 0.81 -0.47
C 5.47267 -0.74824 0.10975 0.44 -0.60 -0.06
N 6.29767 -1.52261 -0.13933 0.39 -0.59 -0.13
O 0.64749 2.66819 -0.64657 -0.98 0.15 0.25
N 1.85052 2.63548 -1.03716 0.91 0.27 -0.36
C 2.80306 3.29764 -0.34696 0.31 0.19 0.24
C 4.10141 3.33935 -0.79286 0.09 -0.01 -0.28
C 4.45887 2.68409 -1.96401 -0.20 -0.08 0.01
C 3.48037 1.95121 -2.62037 0.41 0.24 0.09
C 2.19143 1.94456 -2.14415 -0.13 -0.27 -0.20
H 2.46726 3.77352 0.56321 -0.11 -0.03 -0.07
H 4.83457 3.88693 -0.22063 0.00 0.03 0.09
H 5.47005 2.72553 -2.34039 0.05 -0.08 0.05
H 3.71594 1.37842 -3.50461 -0.08 -0.05 -0.04
H 1.39041 1.39718 -2.61578 -0.11 -0.04 0.03
```
Forces are in eV/Å.

These are the Mulliken partial charges, in e, on atoms 1 to 99: 0.578, -0.473, -0.753, 0.196, 0.066, -0.239, -0.861, -0.197, 1.050, -0.846, -0.279, -0.908, -0.200, -0.781, 1.643, -1.054, -1.162, -1.097, -0.182, 1.225, 0.355, 1.126, -0.865, -0.989, -0.904, -0.506, -0.940, 1.776, 0.481, -0.777, -0.661, -0.831, -0.397, 0.229, 0.311, -0.007, -0.849, -0.602, -0.748, -0.465, 0.856, -0.589, -0.996, -0.716, -0.454, -0.095, 2.150, 0.506, -0.423, -0.654, -0.414, -0.680, -0.582, 0.141, 0.106, -0.876, -0.703, -0.655, -0.653, 0.323, 0.418, 0.340, 0.438, 0.353, 0.335, 0.368, 0.360, 0.367, 0.382, 0.252, 0.346, 0.299, 0.188, 0.502, 0.321, 0.366, 0.392, 0.307, 0.315, 0.299, 0.245, 0.251, 0.152, 0.423, 0.349, 0.396, 0.400, 0.454, 0.358, 0.386, 0.353, 0.320, 0.276, 0.355, 0.374, 0.321, 0.076, 0.488, 0.342